{"formula": "C2H8NO2", "method": "wB97M-V/def2-TZVPD", "multiplicity": 2, "gap_ev": [10.0259, 6.0579], "charge": 0, "e_above_lowest_kj_mol": 147.7, "symbols": ["H", "H", "N", "H", "O", "O", "H", "C", "H", "C", "H", "H", "H"], "positions_angstrom": [[-0.615, -2.331, 1.962], [-0.752, 1.635, -1.363], [1.361, -0.471, 0.148], [-1.668, -0.299, 0.580], [-0.937, -1.666, 1.335], [-1.506, 0.594, 0.301], [0.747, 1.495, 0.602], [-0.591, 0.719, -0.854], [1.585, 1.357, -0.890], [0.844, 0.822, -0.235], [1.553, -0.793, -0.691], [-0.658, -0.059, -1.526], [0.637, -1.002, 0.631]]}



{"formula": "C5H11ClN2", "method": "wB97M-V/def2-TZVPD", "gap_ev": 9.5098, "smiles": "C/C=N/N[C@@H](C)CCl", "charge": 0, "e_above_lowest_kj_mol": 103.7, "symbols": ["H", "C", "H", "H", "H", "H", "C", "N", "H", "H", "C", "C", "H", "H", "N", "Cl", "H", "H", "C"], "positions_angstrom": [[0.617, 0.543, 1.808], [0.404, -0.943, 0.365], [2.472, -0.390, -0.194], [-1.331, 0.221, -1.115], [-1.475, 2.528, -2.139], [1.123, -2.923, 0.770], [-1.261, 1.176, -0.579], [-0.070, 0.174, 1.106], [1.150, 0.163, -1.258], [-0.474, -1.451, -0.142], [0.811, -2.082, 1.334], [1.492, -0.663, -0.683], [0.029, -2.267, 2.076], [-3.033, 2.123, -1.293], [-0.649, 1.259, 0.529], [2.243, -1.596, 2.344], [-1.863, 3.297, -0.485], [1.756, -1.519, -1.287], [-1.940, 2.350, -1.158]]}



{"formula": "C23H28N2O5", "method": "wB97M-V/def2-TZVPD", "gap_ev": 8.8421, "smiles": "COC[C@@H](C)n1c(C)cc(C(=O)COC(=O)c2ccc(N3CCCC3=O)cc2)c1C", "charge": 0, "e_above_lowest_kj_mol": 151.7, "symbols": ["C", "H", "C", "H", "H", "H", "H", "C", "C", "C", "O", "H", "C", "C", "H", "H", "H", "H", "C", "H", "H", "N", "H", "C", "N", "C", "C", "C", "H", "C", "H", "O", "C", "H", "H", "C", "O", "H", "H", "H", "C", "H", "H", "H", "C", "H", "O", "C", "H", "H", "H", "C", "O", "C", "C", "H", "C", "C"], "positions_angstrom": [[-4.166, 4.291, 6.558], [4.768, -3.738, -6.055], [0.306, -1.323, -3.924], [0.879, -3.268, -6.507], [-0.296, -0.535, -4.329], [2.209, -2.101, -6.445], [-4.433, 5.274, 6.170], [-0.119, -0.967, -1.416], [-2.070, 2.994, 3.829], [-2.351, 1.616, 1.868], [-0.649, 4.262, 6.052], [2.861, -3.126, -1.055], [-0.374, 2.951, 2.124], [-0.589, 1.575, 0.080], [5.902, -3.114, -4.832], [2.477, -6.286, -4.476], [-4.948, 3.965, 7.242], [4.200, -3.158, -3.263], [1.834, -3.415, -1.273], [-2.661, 3.552, 7.949], [1.216, -3.097, -0.437], [-2.566, 3.472, 5.044], [-3.762, 1.713, 3.449], [-1.126, 2.051, 1.372], [1.679, -3.067, -3.772], [1.183, -2.292, -6.128], [3.892, -4.186, -3.503], [1.043, -2.209, -4.647], [-0.244, 4.116, 3.905], [-2.787, 4.338, 7.201], [-2.544, 5.291, 7.667], [0.516, 1.828, -0.337], [-3.965, 3.308, 5.404], [1.789, -4.498, -1.358], [-1.867, -0.084, -2.358], [-2.817, 2.080, 3.081], [-1.492, 0.859, -0.616], [1.533, -5.734, -3.091], [-2.931, 0.905, 1.302], [-4.606, 3.534, 4.550], [-0.996, 0.239, -1.785], [-4.156, 2.278, 5.731], [6.268, -4.624, -5.706], [-0.398, 0.951, -2.365], [2.522, -4.158, -4.216], [0.579, 3.277, 1.737], [0.016, -1.285, -0.253], [0.482, -1.639, -2.548], [3.834, -4.768, -2.583], [2.730, -3.972, -5.274], [0.546, -1.537, -6.579], [5.474, -4.025, -5.267], [4.878, -4.827, -4.278], [1.340, -2.736, -2.497], [-1.836, 4.044, 6.051], [0.907, -5.504, -4.722], [1.810, -5.507, -4.116], [-0.836, 3.423, 3.333]]}



{"formula": "H43O21", "method": "wB97M-V/def2-TZVPD", "gap_ev": 8.8600, "charge": 1, "e_above_lowest_kj_mol": 483.4, "symbols": ["O", "H", "H", "H", "H", "H", "O", "H", "O", "H", "O", "H", "H", "O", "H", "H", "H", "O", "O", "H", "H", "H", "H", "O", "O", "H", "O", "O", "H", "H", "H", "H", "O", "O", "H", "O", "H", "H", "H", "H", "H", "H", "H", "H", "H", "H", "H", "O", "O", "H", "H", "H", "O", "H", "H", "O", "H", "H", "H", "O", "O", "H", "O", "H"], "positions_angstrom": [[1.396, 1.548, -3.735], [0.223, -4.050, -2.572], [-3.226, -1.872, -4.121], [0.176, -5.412, -1.874], [-0.258, 1.364, -1.514], [-2.133, -0.618, 0.547], [-0.025, -2.824, -0.235], [-5.044, -1.275, 0.603], [0.015, 1.559, -0.610], [4.173, 1.382, 1.218], [-1.894, 3.365, 2.754], [4.609, -1.661, -0.680], [2.848, 0.456, 1.752], [-1.679, -3.524, 2.500], [-2.592, 2.710, 2.876], [0.622, 1.035, -3.964], [-1.070, 0.467, 0.347], [1.080, 0.168, 1.624], [-0.477, -1.561, -3.865], [1.288, 4.796, 1.571], [0.146, -0.011, 1.833], [-2.232, 4.215, 3.024], [-2.569, -3.730, 2.806], [3.284, 2.348, -2.312], [3.866, 0.064, 4.348], [3.835, -0.270, 3.464], [-2.501, -0.183, 2.941], [-4.159, -0.979, 0.378], [-2.519, -2.715, -1.660], [-0.491, -2.350, 0.482], [2.498, 1.900, -1.993], [3.552, 1.913, -3.123], [4.185, -0.832, -0.935], [3.769, 0.649, 1.672], [1.940, -0.748, -1.210], [-1.158, 3.781, -1.175], [-0.568, -1.965, -4.727], [-0.642, 2.324, -0.498], [-3.386, -3.609, -0.574], [-2.066, 3.491, -1.387], [-2.757, 0.056, 3.842], [0.377, 4.799, 2.697], [2.283, 3.533, 3.110], [3.291, 0.825, 4.435], [-1.271, 4.280, -0.346], [-3.375, -0.152, 2.518], [0.504, -1.985, -0.739], [-2.623, -3.034, -0.750], [0.927, -0.785, -1.306], [-0.677, -3.367, -0.789], [-0.807, -2.064, -3.119], [-1.644, -2.722, 1.978], [0.360, 4.694, 1.755], [4.690, -0.061, -1.027], [3.104, 3.053, 2.113], [-0.319, -4.595, -1.975], [-3.709, -1.738, -0.010], [-3.315, -3.021, -3.233], [1.175, 1.129, 1.574], [2.580, 2.645, 2.843], [-3.177, -2.074, -3.169], [1.719, 1.963, -4.516], [-1.170, -0.495, 0.611], [1.016, -0.228, -0.479]]}